No. 1
22
Properties=species:S:1:pos:R:3:forces:R:3 method="wB97M-V/def2-TZVPD" spin_multiplicity=1 smiles=OCCCCS.O.O e_above_lowest_ev=1.840
C -0.5226 1.9099 0.3134 1.258 -2.562 1.590
O -1.8582 1.3833 0.2992 1.045 -0.146 -0.819
C 0.6903 0.7426 0.2097 -1.540 2.594 0.178
C 0.2298 -0.1412 -0.9198 0.509 0.309 -2.837
C 1.5244 -0.7023 -1.6770 -2.791 0.393 0.444
S 1.1486 -1.4668 -3.2778 -1.468 -1.150 0.705
H -0.3600 2.5759 -0.4566 0.195 1.515 -1.768
H -0.5649 2.3776 1.2568 0.962 0.944 1.008
H -1.8121 0.7803 -0.4370 -0.819 -0.591 -0.479
H 0.7454 0.2732 1.2049 0.109 0.016 -0.539
H 1.7117 1.2068 -0.0657 -1.764 -0.365 0.659
H -0.4979 0.3642 -1.6803 1.802 -0.032 0.809
H -0.4390 -0.9208 -0.6384 0.149 -0.976 0.652
H 2.1783 0.1123 -1.8977 0.397 0.611 -0.225
H 2.0093 -1.3205 -0.9528 0.546 -0.839 0.125
H -0.0259 -2.1993 -2.8825 1.710 1.028 -0.458
H -0.1913 -2.9182 1.3361 -0.299 -3.845 0.510
H 0.7979 -1.8274 1.1854 1.980 0.285 -0.064
O -0.1054 -2.0274 1.2337 -1.719 3.168 -0.064
H -1.2854 0.0541 3.0350 1.772 -3.644 1.028
H -1.6870 0.8990 1.9253 -0.590 0.079 -0.267
O -1.6860 0.8446 2.8860 -1.447 3.208 -0.188



No. 2
100
Properties=species:S:1:pos:R:3:forces:R:3 method="wB97M-V/def2-TZVPD" spin_multiplicity=2 total_charge=+1 e_above_lowest_ev=0.000
Pb 0.8319 -0.6195 0.3796 -0.271 -0.226 -0.389
N 5.3504 -0.8826 -0.6086 -0.019 -0.001 0.040
C 4.1750 -0.4088 -0.1244 0.163 -0.070 -0.090
S 2.9654 -0.0429 -1.3298 -0.108 0.113 0.221
N 4.1157 -0.3000 1.1798 -0.159 -0.051 0.025
N 2.8900 0.0598 1.6553 0.065 0.204 -0.122
C 2.8250 0.6173 2.8105 -0.064 -0.108 0.148
C 3.9899 0.8614 3.6959 0.025 0.064 -0.067
C 4.2714 2.1548 4.1281 0.017 0.002 -0.013
C 5.3608 2.3963 4.9513 -0.001 -0.018 -0.006
C 6.1645 1.3419 5.3591 0.012 0.010 0.016
C 5.8834 0.0499 4.9365 -0.007 -0.008 -0.007
C 4.8063 -0.1905 4.0993 -0.017 -0.021 0.045
C 1.4708 1.0495 3.2580 0.047 -0.002 -0.023
C 1.2072 1.4454 4.5651 -0.032 -0.045 -0.008
C -0.0732 1.8666 4.8904 0.010 -0.011 0.024
C -1.0581 1.8839 3.9152 -0.006 -0.024 -0.017
C -0.7227 1.4467 2.6449 -0.018 -0.134 0.130
N 0.5055 1.0453 2.3300 -0.006 0.084 -0.142
H 5.5450 -0.7909 -1.5892 -0.008 0.005 -0.004
H 6.1221 -0.9547 0.0352 0.007 0.005 -0.008
H 3.6424 2.9788 3.8118 -0.006 0.000 -0.001
H 5.5805 3.4048 5.2745 0.001 0.006 0.001
H 7.0110 1.5262 6.0070 0.001 0.003 0.002
H 6.5095 -0.7725 5.2554 0.002 -0.004 0.004
H 4.5947 -1.1941 3.7564 0.008 0.000 -0.016
H 1.9867 1.4096 5.3117 0.015 0.017 -0.005
H -0.2988 2.1728 5.9032 -0.006 0.001 0.001
H -2.0653 2.2095 4.1327 -0.004 -0.006 0.009
H -1.4507 1.3967 1.8430 0.007 0.026 -0.002
F -1.3557 -2.1714 -1.0699 0.155 0.050 -0.012
P -2.9415 -2.1353 -0.8436 -0.211 -0.353 0.368
F -2.8764 -0.4642 -1.6495 0.276 0.376 -0.162
F -2.9907 -3.5494 -0.1472 0.086 -0.014 0.040
F -4.4799 -1.8496 -0.7183 -0.095 0.020 0.015
F -2.6792 -1.3452 0.5283 0.024 0.079 -0.071
F -3.1344 -2.6972 -2.3076 -0.013 0.096 -0.106
I -1.9995 -2.4156 6.1603 -0.020 0.019 0.091
C -1.3244 -2.7115 4.2456 -0.006 -0.027 -0.138
C -1.9289 -3.4335 3.2402 -0.022 -0.002 0.027
N -1.1285 -3.3322 2.1669 -0.026 0.058 0.055
N -0.0460 -2.5772 2.3969 0.088 -0.016 0.052
C -0.1542 -2.2020 3.6648 0.034 0.045 0.017
H -2.8470 -3.9950 3.2155 -0.010 0.006 0.002
H -1.3136 -3.6778 1.2384 -0.006 -0.026 -0.049
H 0.6049 -1.5862 4.1214 0.007 0.001 0.012
N 2.2239 -3.1437 0.0522 0.137 0.298 0.146
C 1.4038 -3.7548 -0.9116 0.033 -0.041 0.012
C 1.4359 -3.3186 -2.2362 -0.056 -0.004 0.021
C 0.5546 -3.8540 -3.1586 0.009 0.001 0.097
C -0.3439 -4.8284 -2.7615 -0.212 -0.032 -0.362
C -0.3761 -5.2970 -1.4627 0.112 0.035 0.103
C 0.5027 -4.7472 -0.5392 -0.085 -0.055 -0.044
S -2.7651 -5.4007 -3.6243 -0.352 -0.018 -0.072
O -3.2204 -5.9371 -4.8766 0.020 -0.006 0.044
O -3.1154 -6.0170 -2.3684 0.031 0.011 -0.016
O -1.1563 -5.3587 -3.7832 0.418 0.011 0.223
H 2.3056 -3.6426 0.9261 -0.044 -0.054 -0.025
H 3.1253 -2.8303 -0.2815 0.003 -0.107 -0.084
H 2.1408 -2.5534 -2.5354 0.017 0.000 0.009
H 0.5619 -3.5305 -4.1908 0.006 -0.015 -0.008
H -1.0669 -6.0728 -1.1710 -0.015 -0.014 -0.026
H 0.4964 -5.1125 0.4815 0.043 -0.010 0.010
C -0.7125 4.3514 -2.2041 0.041 0.022 0.053
C 0.2050 3.7032 -1.2681 -0.123 -0.198 -0.067
C 1.3762 3.0300 -1.7598 0.284 0.126 0.164
C -0.0714 3.7642 0.1653 0.047 0.122 -0.030
Si -1.9566 1.0490 -1.8277 -0.426 -0.542 0.053
O -0.7322 1.0272 -0.8385 0.100 0.124 -0.067
C -3.3607 2.1599 -1.2980 0.200 0.084 -0.050
C -3.7623 2.0351 0.0385 0.021 0.021 -0.012
C -4.8237 2.7704 0.5411 -0.003 0.009 0.006
C -5.4995 3.6618 -0.2821 -0.014 0.009 0.045
C -5.1184 3.8030 -1.6065 0.045 -0.026 -0.036
C -4.0625 3.0517 -2.1099 -0.098 0.021 -0.010
C -1.5849 0.8685 -3.6444 0.072 0.171 0.096
C -1.7856 1.8572 -4.6104 -0.019 0.028 -0.065
C -1.4647 1.6420 -5.9446 0.001 -0.018 0.040
C -0.9369 0.4225 -6.3380 0.004 0.001 -0.024
C -0.7259 -0.5735 -5.3949 0.002 -0.026 0.032
C -1.0407 -0.3516 -4.0639 0.045 -0.011 0.036
H -0.2976 5.3673 -2.3147 -0.004 0.004 -0.021
H -1.7294 4.4404 -1.8265 0.025 0.006 -0.004
H -0.6687 3.8953 -3.1920 0.009 0.014 -0.016
H 2.2007 3.0203 -1.0486 -0.002 -0.063 0.009
H 1.6922 3.2720 -2.7704 -0.145 0.029 -0.052
H 0.9842 1.9844 -1.7412 -0.001 0.036 -0.020
H 0.1430 4.8059 0.4546 0.005 -0.012 0.026
H 0.5561 3.0926 0.7423 0.019 0.000 0.012
H -1.1312 3.5962 0.3603 -0.010 0.006 -0.002
H -3.2583 1.3235 0.6833 -0.034 -0.030 -0.006
H -5.1376 2.6371 1.5684 0.008 0.008 0.005
H -6.3321 4.2336 0.1061 0.001 0.002 0.002
H -5.6535 4.4844 -2.2547 0.001 -0.004 -0.007
H -3.8142 3.1569 -3.1577 -0.003 -0.026 -0.006
H -2.2157 2.8143 -4.3422 -0.007 -0.012 0.004
H -1.6396 2.4205 -6.6756 -0.001 0.002 -0.001
H -0.6966 0.2450 -7.3779 0.001 0.000 0.000
H -0.3244 -1.5316 -5.6992 0.009 0.006 -0.015
H -0.8679 -1.1476 -3.3470 -0.019 -0.006 0.012



No. 3
47
Properties=species:S:1:pos:R:3:forces:R:3 method="wB97M-V/def2-TZVPD" spin_multiplicity=1 smiles="C[Si](C)(C)c1nnc(Cc2ccccc2)nn1.O=[N+]([O-])c1ccccc1"
C 4.4636 1.5521 2.3346 -0.478 0.004 -0.171
Si 3.7326 2.2764 0.7760 0.195 0.651 0.236
C 3.3262 4.0918 1.1090 -0.327 -0.619 -0.167
C 4.8427 2.1407 -0.7218 -0.382 -0.049 0.223
C 2.0483 1.4400 0.4440 0.585 0.137 0.143
N 1.3485 1.8803 -0.6075 -0.564 -0.225 -0.214
N 0.1540 1.3694 -0.8090 0.581 0.310 -0.029
C -0.2680 0.4521 0.0600 -0.182 -0.219 -0.027
C -1.6683 -0.0372 -0.1036 -0.301 0.272 0.037
C -2.5968 0.9682 0.5483 -0.066 -0.132 0.466
C -3.2568 1.9377 -0.1963 0.048 -0.116 0.450
C -4.0642 2.8691 0.4479 0.092 -0.220 0.131
C -4.2148 2.8355 1.8320 0.041 -0.003 -0.169
C -3.5516 1.8751 2.5832 0.237 -0.306 -0.467
C -2.7446 0.9422 1.9398 -0.193 0.302 -0.294
N 0.4307 -0.0223 1.0846 0.571 0.158 0.145
N 1.6319 0.4933 1.2849 -0.544 -0.314 -0.097
H 5.4383 1.9800 2.5426 0.249 -0.038 -0.041
H 3.8090 1.8281 3.1595 -0.091 0.022 0.139
H 4.5025 0.4674 2.3228 0.191 -0.138 -0.032
H 3.9834 4.5279 1.8529 0.221 0.152 -0.019
H 2.3108 4.1446 1.4983 -0.112 0.076 0.132
H 3.3306 4.6619 0.1849 0.143 0.199 -0.051
H 4.9849 1.1010 -1.0026 0.174 -0.093 -0.128
H 5.8000 2.6091 -0.5179 0.247 -0.051 0.108
H 4.4054 2.6808 -1.5561 -0.159 -0.025 -0.187
H -1.9027 -0.1295 -1.1584 -0.021 0.027 -0.173
H -1.7809 -1.0036 0.3729 0.078 -0.187 0.076
H -3.1227 1.9403 -1.2654 -0.075 0.141 -0.207
H -4.5832 3.6098 -0.1371 -0.098 0.158 -0.050
H -4.8529 3.5541 2.3227 -0.064 0.102 0.023
H -3.6514 1.8166 3.6541 -0.109 0.136 0.171
H -2.2269 0.1926 2.5196 0.089 -0.115 0.036
C 0.4849 -4.6969 -1.0097 -0.017 -0.002 -0.006
C -0.3245 -5.7578 -1.3950 0.039 0.101 0.017
C -1.5188 -5.5183 -2.0559 0.004 -0.188 0.026
C -1.8805 -4.2111 -2.3213 0.131 -0.033 0.030
C -1.0890 -3.1424 -1.9475 0.125 0.186 0.061
C 0.1019 -3.3906 -1.2842 0.001 -0.103 0.013
N -3.1450 -3.9463 -3.0274 -0.083 0.019 0.058
O -3.8329 -4.9002 -3.3262 0.005 -0.010 -0.035
O -3.4270 -2.7878 -3.2578 -0.001 0.010 -0.022
H 1.4164 -4.8886 -0.4940 0.000 0.001 0.008
H -0.0259 -6.7742 -1.1796 -0.008 -0.014 -0.005
H -2.1557 -6.3367 -2.3560 -0.069 0.069 -0.049
H -1.3917 -2.1302 -2.1650 -0.101 -0.045 -0.092
H 0.7304 -2.5646 -0.9797 -0.003 0.011 0.003



No. 4
18
Properties=species:S:1:pos:R:3:forces:R:3 method="wB97M-V/def2-TZVPD" spin_multiplicity=1 smiles="C/C=C/CCC" e_above_lowest_ev=1.788
C 1.2637 2.6157 0.5800 -0.855 -0.719 1.755
C 1.2929 1.1839 0.0938 2.586 -0.086 -0.029
C 0.0717 0.4307 0.5402 0.019 2.268 0.578
C -0.1000 -0.8760 -0.0250 -1.639 -3.112 -1.169
C -1.2363 -1.3307 -0.6534 2.755 2.145 1.789
C -1.5741 -2.7535 -0.8071 -2.559 -0.114 0.378
H 2.1830 3.1513 0.3519 -0.133 0.124 0.310
H 1.0383 2.4765 1.6872 0.811 0.853 -0.958
H 0.3844 3.1344 0.2240 -0.093 0.362 -0.458
H 1.4164 1.1909 -1.0140 0.003 -0.424 0.689
H 2.2439 0.7487 0.6111 -1.441 0.275 -1.295
H 0.0969 0.4564 1.6690 -0.227 -0.441 -0.957
H -0.7704 1.0643 0.2471 -0.341 -0.058 0.155
H 0.7250 -1.5795 0.0840 -0.140 -0.200 0.594
H -1.7836 -0.4774 -1.0362 -1.120 -0.445 0.142
H -2.6752 -2.9140 -0.9172 0.589 0.518 -0.207
H -1.1669 -3.1289 -1.6889 0.909 -1.115 -1.434
H -1.4098 -3.3928 0.0536 0.877 0.168 0.118



No. 5
9
Properties=species:S:1:pos:R:3:forces:R:3 method="wB97M-V/def2-TZVPD" spin_multiplicity=1 e_above_lowest_ev=1.661
C 0.7780 0.6760 0.1940 2.778 -0.674 0.288
C -0.6108 0.9774 0.1481 0.072 -0.824 -0.500
C 1.1295 -0.5929 0.1597 -0.977 -0.684 -1.092
C -1.6071 0.1681 -0.1007 -1.405 -0.129 0.916
N 1.0231 -1.8012 0.0892 0.648 0.621 2.300
O -2.5942 -0.4528 -0.0742 0.537 -0.061 -0.510
H 1.5572 1.4490 0.2205 -0.674 -0.324 0.155
H -0.7824 1.9808 0.0460 -1.090 2.392 -0.136
H 1.1067 -2.4043 -0.6824 0.111 -0.317 -1.420



No. 6
23
Properties=species:S:1:pos:R:3:forces:R:3 method="wB97M-V/def2-TZVPD" spin_multiplicity=1 total_charge=+2 e_above_lowest_ev=0.854
C 3.2763 0.7574 -0.0387 2.306 0.006 0.349
C 1.0241 -0.3405 -0.3616 -1.500 4.433 -3.846
C -3.7660 -1.3278 0.1012 -2.396 -0.098 1.939
C -3.1277 -0.0368 0.6814 0.524 0.077 0.628
C -4.0393 -0.1031 -0.6598 -0.821 -0.303 0.855
C -1.7333 0.2223 0.7485 -0.780 -0.020 -1.263
N 4.3615 1.4630 -0.4340 -4.086 -0.793 -1.745
N 1.1286 -1.2109 0.4999 3.300 -2.579 3.205
N 2.1256 0.5357 -0.7216 1.889 -1.905 3.119
O -1.1853 1.0821 1.5356 0.763 -0.903 -0.631
Cl -5.6630 0.5796 -0.4365 1.257 -0.131 -0.252
H 3.5458 0.3049 0.9796 -1.354 0.423 -1.470
H -3.1194 -2.0552 -0.2511 1.463 -1.016 -0.996
H -4.5647 -1.8858 0.8214 1.674 1.991 -1.930
H -3.6777 0.4288 1.4620 -0.533 0.309 0.612
H -3.5232 0.2280 -1.5590 -0.228 -0.477 0.087
H -0.9626 -0.2103 0.0571 -0.732 0.364 0.311
H 5.0368 1.6550 0.2243 1.844 0.275 1.814
H 4.4436 2.0302 -1.2845 -0.339 -0.481 0.225
H 0.3399 -1.7220 0.8675 -0.054 -0.272 -0.266
H 2.0537 -1.4934 0.8774 -0.720 -0.143 0.279
H 2.0658 0.9794 -1.5885 -0.586 0.792 -1.613
H -1.7514 1.5160 2.1683 -0.892 0.451 0.589



Number 1: electronic energy -21351.0123 eV. Number 2: electronic energy -127151.3348 eV. Number 3: electronic energy -38426.1307 eV. Number 4: electronic energy -6415.1532 eV. Number 5: electronic energy -7731.0831 eV. Number 6: electronic energy -25436.4900 eV.